[1]
Formula: C4H5NO3S2
Source: the OMol25 dataset
Level of theory: ωB97M-V with the def2-TZVPD basis set

Structure (XYZ):
```
15
Properties=species:S:1:pos:R:3
C 1.334 0.438 -0.758
C 1.070 -0.729 -0.147
C 0.784 1.744 -0.460
C 0.145 -0.969 0.957
N -0.403 2.066 -0.166
O -1.687 -0.276 -0.748
O -2.199 1.143 1.250
O -1.189 -2.713 -0.600
S -1.893 1.326 -0.148
S -1.512 -1.590 0.240
H 2.108 0.454 -1.517
H 1.586 -1.612 -0.500
H 1.500 2.564 -0.542
H 0.482 -1.764 1.617
H -0.127 -0.080 1.521
```

DFT total energy: -1232.17449 hartree
Energy relative to the best compared isomer or geometry (same formula, charge and spin): 39.5 kcal per mole
Max |F|: 1.842 eV/Å


[2]
Formula: C4H5NO4
Source: the OMol25 dataset
Level of theory: ωB97M-V with the def2-TZVPD basis set

Structure (XYZ):
```
14
Properties=species:S:1:pos:R:3
C 1.906 0.004 0.304
C -1.696 -0.243 1.106
C -0.888 -0.080 -0.165
N 2.292 0.588 -0.779
C -1.270 -0.698 -1.285
O 0.196 0.736 -0.078
O -1.251 0.500 2.135
O 2.075 -0.524 1.326
O -2.657 -0.958 1.202
H -0.422 0.929 1.855
H 3.262 0.590 -1.063
H 1.324 1.059 -1.073
H -0.715 -0.589 -2.206
H -2.155 -1.314 -1.279
```

DFT total energy: -511.08963 hartree
Energy relative to the best compared isomer or geometry (same formula, charge and spin): 45.1 kcal per mole
Max |F|: 1.843 eV/Å


[3]
Formula: C4H5NOS
Source: the OMol25 dataset
Level of theory: ωB97M-V with the def2-TZVPD basis set

Structure (XYZ):
```
12
Properties=species:S:1:pos:R:3
N -1.789 1.782 -1.304
C -1.744 0.780 -0.716
C -1.467 -0.496 -0.040
S -0.481 -0.380 1.425
C 0.914 0.440 0.744
C 1.688 -0.452 -0.247
O 1.337 -1.578 -0.519
H -0.893 -1.134 -0.764
H -2.375 -1.024 0.207
H 0.703 1.373 0.276
H 1.566 0.718 1.584
H 2.540 -0.028 -0.645
```

DFT total energy: -683.56373 hartree
Energy relative to the best compared isomer or geometry (same formula, charge and spin): 27.7 kcal per mole
Max |F|: 3.336 eV/Å
SMILES: N#CCSCC=O


In Ha, the HOMO level values for the records above are, in order, -0.346, -0.344, -0.348.